1.
{
  "formula": "C2H2Br2F2",
  "method": "the ωB97M-V functional and the def2-TZVPD basis",
  "symbols": ["Br", "Br", "F", "F", "C", "C", "H", "H"],
  "coordinates": [[1.22, -0.71, -2.62], [-0.01, 2.02, -1.39], [-1.17, -1.61, -1.56], [-0.43, -1.37, 0.49], [-0.89, -0.73, -0.57], [0.40, 0.20, -1.05], [1.21, -0.02, -0.21], [-1.74, -0.21, -0.31]],
  "mulliken_charge": [-0.0755, -0.0541, -0.2231, -0.2527, 0.3096, -0.3368, 0.3526, 0.2799],
  "fmax_ev_per_a": 4.3,
  "total_charge": 0,
  "de_lowest_kcal_mol": 0.00,
  "lumo_ev": 0.40,
  "energy_ha": -5425.13843
}

2.
{
  "formula": "C2H27BeO19",
  "method": "the ωB97M-V functional and the def2-TZVPD basis",
  "symbols": ["O", "O", "O", "O", "O", "O", "O", "O", "O", "O", "O", "O", "O", "O", "O", "O", "O", "O", "O", "C", "C", "Be", "H", "H", "H", "H", "H", "H", "H", "H", "H", "H", "H", "H", "H", "H", "H", "H", "H", "H", "H", "H", "H", "H", "H", "H", "H", "H", "H"],
  "coordinates": [[-2.91, -1.29, -0.22], [3.66, 0.05, 0.93], [-3.94, 0.71, -1.65], [-1.98, -2.16, 2.89], [3.01, 1.83, 1.73], [-0.57, 1.42, 2.70], [1.12, 0.43, 0.40], [1.45, -0.41, 3.62], [4.31, 0.80, 2.86], [-2.06, 2.18, -0.14], [3.04, 1.68, -0.96], [2.10, -2.48, 1.89], [0.96, 0.72, -2.74], [-0.35, -0.85, 1.30], [1.12, -3.07, -1.66], [-1.68, 1.18, -3.36], [-0.54, -0.43, -0.86], [0.29, 3.21, 0.27], [-1.64, -2.96, -2.12], [0.11, -0.25, 0.31], [4.03, 0.94, 1.70], [2.53, 1.00, 0.53], [-0.52, 2.69, 0.27], [3.95, 1.38, -1.24], [1.81, 1.17, -2.99], [-1.37, 1.92, 2.76], [0.27, -2.88, -2.08], [-0.61, 0.83, 1.93], [-1.45, -1.62, 2.28], [-3.41, -0.05, -1.39], [0.15, 3.82, 1.02], [1.31, -2.40, 1.39], [-2.92, -2.08, 0.29], [-1.59, 0.28, -3.66], [0.63, -0.13, 3.17], [1.76, -1.10, 3.04], [-2.48, 3.05, -0.05], [-0.10, 0.08, -1.54], [-2.60, 1.74, -0.75], [-2.40, -2.61, -1.68], [-1.77, -2.69, -3.04], [-4.61, 0.83, -0.97], [1.69, -2.36, -1.91], [1.10, -0.05, -3.31], [2.68, -3.18, 1.56], [-1.97, -1.08, -0.26], [-0.87, 1.32, -2.92], [3.04, 2.63, -1.08], [-1.74, -1.74, 3.75]],
  "mulliken_charge": [-0.8729, -0.4351, -0.7233, -0.7609, -0.4544, -0.7370, -0.0609, -0.6508, -0.6516, -0.5505, -0.4248, -0.6439, -0.5438, -0.6619, -0.6193, -0.6226, 0.3250, -0.5805, -0.6766, 1.0918, 0.6006, -0.1872, 0.2738, 0.3490, 0.2305, 0.2944, 0.3345, 0.3022, 0.5705, 0.4014, 0.2996, 0.2501, 0.3171, 0.2562, 0.2586, 0.3956, 0.2515, -0.2640, 0.2326, 0.3245, 0.2873, 0.2923, 0.2937, 0.2428, 0.2554, 0.4226, 0.3245, 0.3357, 0.3082],
  "fmax_ev_per_a": 9.5,
  "total_charge": -1,
  "de_lowest_kcal_mol": 0.05,
  "lumo_ev": 1.39,
  "energy_ha": -1536.88028
}

3.
{
  "formula": "C35H33AlClN4Si2",
  "method": "the ωB97M-V functional and the def2-TZVPD basis",
  "symbols": ["Cl", "Si", "Si", "Al", "N", "N", "N", "N", "C", "C", "C", "C", "C", "C", "C", "C", "C", "C", "C", "C", "C", "C", "C", "C", "C", "C", "C", "C", "C", "C", "C", "C", "C", "C", "C", "C", "C", "C", "C", "C", "C", "C", "C", "H", "H", "H", "H", "H", "H", "H", "H", "H", "H", "H", "H", "H", "H", "H", "H", "H", "H", "H", "H", "H", "H", "H", "H", "H", "H", "H", "H", "H", "H", "H", "H", "H"],
  "coordinates": [[-0.77, -0.69, -2.27], [0.88, -0.46, -3.85], [-0.46, -0.39, -0.13], [-2.10, -0.45, 2.40], [-4.01, -0.77, 2.26], [-5.55, -2.16, 2.96], [-3.00, -3.81, 4.14], [-1.85, -2.16, 3.26], [1.68, -0.83, 1.75], [-2.40, 0.59, 4.20], [-2.87, 1.78, 3.52], [0.98, 1.31, -4.28], [-0.40, 1.47, -0.15], [2.53, -1.11, -3.39], [-4.22, -1.96, 2.86], [-1.58, 2.21, -0.32], [1.26, 4.02, -5.01], [3.35, -0.65, -2.34], [-0.13, 2.19, -4.22], [1.03, -1.20, 0.55], [0.84, 2.12, -0.16], [3.05, -2.04, -4.32], [4.39, -2.39, -4.29], [2.21, 1.81, -4.74], [-0.97, -2.98, 3.97], [2.87, -1.47, 2.13], [-0.27, 4.25, -0.51], [-0.96, 0.53, 4.04], [0.90, 3.50, -0.35], [-6.22, -1.07, 2.40], [-0.57, 1.71, 3.34], [-3.08, -2.69, 3.39], [-5.26, -0.22, 1.98], [0.02, 3.54, -4.58], [5.22, -1.90, -3.27], [-1.51, 3.60, -0.50], [-1.74, 2.46, 3.03], [2.35, 3.16, -5.10], [3.45, -2.44, 1.32], [1.55, -2.28, -0.17], [2.78, -2.84, 0.16], [4.68, -1.06, -2.28], [-1.67, -4.00, 4.51], [-5.97, -2.99, 3.38], [2.95, 0.03, -1.58], [4.79, -3.04, -5.08], [-2.42, 4.16, -0.65], [3.24, -3.55, -0.52], [0.08, -2.76, 4.00], [1.36, 5.07, -5.30], [0.17, -1.36, -4.79], [-1.11, 1.83, -3.92], [4.43, -2.88, 1.57], [-0.85, 4.21, -4.53], [-3.78, -4.41, 4.36], [1.28, -0.03, 2.37], [1.77, 1.55, -0.05], [1.87, 3.99, -0.37], [3.07, 1.14, -4.84], [-7.30, -1.01, 2.38], [5.31, -0.71, -1.46], [-2.54, 1.70, -0.34], [-1.77, -1.02, 0.46], [1.02, -2.65, -1.06], [6.27, -2.16, -3.25], [-3.91, 2.11, 3.50], [-1.75, 3.45, 2.56], [-2.97, 0.02, 4.93], [-0.30, -0.15, 4.61], [3.39, -1.16, 3.05], [2.38, -2.42, -5.10], [3.32, 3.52, -5.45], [0.46, 2.06, 3.22], [-5.35, 0.73, 1.49], [-0.22, 5.34, -0.63], [-1.36, -4.83, 5.12]],
  "mulliken_charge": [-0.2952, 0.2622, -0.2588, -1.1104, 0.5379, -0.1288, -0.1501, 0.4254, 0.4646, 0.1474, -1.1750, 0.6664, 1.5570, 0.5748, 0.0772, -0.5044, -0.4466, 0.0245, -0.2709, 0.9972, -0.2278, -0.6327, -0.5769, -0.2272, -0.3332, -0.6424, -0.5986, -0.5161, -0.7701, -0.8128, -0.6476, 0.2934, -0.3458, -0.5751, -0.5930, -0.8477, -0.4345, -0.7439, -0.6643, -0.8850, -0.6587, -0.5307, -0.7946, 0.1755, 0.2815, 0.4242, 0.4709, 0.4607, 0.5323, 0.4095, -0.2044, 0.2703, 0.4087, 0.3908, 0.1781, 0.0090, 0.1909, 0.4396, 0.3433, 0.4188, 0.4428, 0.3239, -0.0434, 0.4730, 0.4183, 0.5752, 0.5831, 0.6373, 0.6349, 0.4455, 0.3302, 0.4024, 0.5373, 0.5488, 0.4351, 0.4267],
  "fmax_ev_per_a": 2.8,
  "total_charge": 1,
  "de_lowest_kcal_mol": 17.21,
  "lumo_ev": [-2.41, -2.94],
  "energy_ha": -2853.95553
}

4.
{
  "formula": "C4H8N3OPS",
  "method": "the ωB97M-V functional and the def2-TZVPD basis",
  "symbols": ["S", "P", "O", "N", "N", "N", "C", "C", "C", "C", "H", "H", "H", "H", "H", "H", "H", "H"],
  "coordinates": [[-2.07, -1.26, 0.55], [1.09, -1.11, 0.08], [0.20, -2.24, 0.56], [2.71, -1.45, -0.12], [0.55, -0.50, -1.34], [1.33, 0.23, 1.17], [-2.24, 0.82, -1.04], [-3.59, -0.37, 0.52], [-1.50, -0.17, -0.57], [-3.52, 0.73, -0.35], [-4.30, 1.50, -0.68], [0.61, 0.99, 1.08], [1.31, 0.05, 2.19], [0.80, 0.51, -1.52], [3.01, -2.08, 0.64], [2.73, -1.95, -0.91], [-4.27, -0.83, 1.35], [-2.08, 1.42, -1.89]],
  "mulliken_charge": [0.1390, 0.8673, -0.7468, -0.6107, -0.5759, -0.6009, -0.4748, -0.2275, 0.1672, -0.3344, 0.2984, 0.2760, 0.2422, 0.2796, 0.2810, 0.2767, 0.3198, 0.4238],
  "fmax_ev_per_a": 5.8,
  "multiplicity": 3,
  "total_charge": 0,
  "s2": 2.03,
  "de_lowest_kcal_mol": 30.91,
  "lumo_ev": [0.55, -3.29],
  "energy_ha": -1136.10619
}